# 1
Here is C52H40Br2NOP2PtSiTe as an isolated structure from the OMol25 dataset. Energies are from ωB97M-V/def2-TZVPD.

XYZ file:
```
101
Properties=species:S:1:pos:R:3:lowdin_charge:R:1
Pt 0.335 0.239 0.555 0.6312
Te 1.713 -2.140 -0.234 1.2962
Br 5.497 -0.850 1.768 0.8583
Br 3.806 0.126 7.020 0.8603
P 1.331 1.224 -1.395 0.9315
P -1.856 -0.516 0.863 0.9410
Si -0.551 2.414 0.737 0.5128
O 2.652 0.063 1.209 -0.3263
N 0.552 0.479 2.857 -0.0357
C -3.082 3.278 1.719 -0.0776
C -0.722 -4.921 -2.599 -0.0699
C 1.793 0.271 3.376 -0.1648
C 5.588 2.807 -0.732 -0.0603
C 4.417 -0.304 4.315 -0.1779
C 2.314 -0.540 -4.970 -0.0595
C 1.963 -4.257 -2.323 -0.1585
C 4.169 -0.338 2.986 -0.5801
C 0.987 0.616 5.641 -0.0533
C -4.962 1.855 2.157 -0.0519
C 1.579 -5.228 -3.236 -0.0720
C -3.452 -3.424 3.285 -0.0591
C 3.375 0.049 5.201 -0.5846
C 5.380 1.449 -0.930 -0.0942
C -4.394 3.122 2.133 -0.0536
C -1.150 4.878 -2.592 -0.0580
C -3.150 -2.360 -0.854 -0.1101
C -4.039 -1.733 -3.001 -0.0634
C 2.401 0.210 -3.806 -0.0796
C -3.323 -2.413 2.348 -0.0990
C -0.345 -3.943 -1.695 -0.1377
C 0.238 -5.562 -3.373 -0.0651
C -2.329 -3.921 3.935 -0.0594
C -0.295 0.838 5.080 -0.0586
C 0.136 -1.322 -4.321 -0.0614
C -2.067 -1.871 2.058 -0.3390
C -2.968 -0.084 -1.620 -0.0974
C 3.230 3.207 -0.963 -0.0731
C 2.851 0.010 2.459 -0.3979
C 1.185 -1.303 -5.229 -0.0604
C -1.076 -3.415 3.631 -0.0548
C -1.298 4.299 -1.342 -0.0710
C 2.041 0.319 4.781 -0.2040
C -4.215 0.753 1.780 -0.0585
C -2.314 2.176 1.330 -0.3002
C 0.998 -3.608 -1.551 -0.6047
C -2.887 0.905 1.382 -0.3720
C -3.809 -2.696 -2.031 -0.0674
C 0.374 3.582 1.859 -0.1605
C -0.474 0.757 3.741 -0.1700
C 0.364 2.669 -1.908 -0.3829
C 0.227 -0.593 -3.146 -0.1194
C -0.946 -2.398 2.697 -0.1135
C -3.615 -0.425 -2.795 -0.0617
C 4.514 3.684 -0.743 -0.0618
C -0.234 4.358 -3.503 -0.0559
C -0.540 3.182 -0.982 -0.2884
C 3.018 1.846 -1.176 -0.3475
C 4.099 0.966 -1.139 -0.1336
C 0.525 3.252 -3.164 -0.0615
C -2.727 -1.052 -0.641 -0.3438
C 1.357 0.179 -2.882 -0.3837
H 1.231 2.840 -3.875 0.1136
H 1.124 -1.887 -6.138 0.1108
H 1.438 3.587 1.612 0.0337
H -0.582 -0.621 -2.426 0.0714
H -0.195 -3.809 4.120 0.1131
H -1.094 -3.430 -1.112 0.0595
H -2.020 4.715 -0.649 0.1001
H 4.675 4.742 -0.586 0.1102
H -2.435 -4.708 4.669 0.1120
H 2.329 -5.727 -3.835 0.1100
H 3.942 -0.098 -1.264 0.0807
H 6.590 3.181 -0.565 0.1112
H -0.746 -1.917 -4.516 0.1101
H -0.010 4.595 1.710 0.0425
H -4.205 -2.074 1.822 0.0935
H -3.795 0.330 -3.549 0.1135
H -2.965 -3.121 -0.107 0.1016
H -4.143 -3.714 -2.185 0.1109
H -5.989 1.725 2.473 0.1129
H -2.644 4.270 1.711 0.1042
H -0.057 -6.326 -4.080 0.1097
H 5.394 -0.550 4.706 0.0997
H -1.769 -5.178 -2.705 0.1039
H -1.140 1.064 5.716 0.1100
H 3.280 0.813 -3.620 0.1062
H -4.680 -0.221 1.801 0.0906
H 3.009 -4.001 -2.215 0.0886
H -2.641 0.938 -1.458 0.1063
H 0.034 -2.005 2.469 0.0420
H 2.396 3.897 -0.977 0.1049
H 0.264 3.315 2.910 0.0319
H -4.974 3.984 2.437 0.1128
H -1.750 5.737 -2.864 0.1112
H 1.144 0.672 6.707 0.0694
H 6.215 0.762 -0.906 0.0974
H -0.120 4.814 -4.477 0.1118
H -1.449 0.910 3.310 0.0788
H -4.430 -3.831 3.501 0.1122
H -4.554 -1.997 -3.915 0.1107
H 3.130 -0.519 -5.681 0.1111
```

Values from the calculation:
gap between HOMO and LUMO (spin up / spin down)	5.318 / 6.128	eV
energy relative to the best compared isomer or geometry (same formula, charge and spin)	0.0	kcal/mol
⟨S²⟩	6.055
total charge	+1
multiplicity	5
HOMO (spin up / spin down)	-7.69 / -10.67	eV

=====

# 2
Here is a 2-piece molecular cluster, ClHNOPS overall from the OMol25 dataset. Energies are from ωB97M-V/def2-TZVPD.

XYZ file:
```
6
Properties=species:S:1:pos:R:3:lowdin_charge:R:1
Cl -3.826 0.119 0.416 0.0469
S -2.860 -1.377 -0.409 0.1662
P 1.211 -1.761 0.383 0.5787
O 2.401 -0.974 -0.026 -0.5024
N 0.003 -0.713 0.288 -0.2673
H 0.216 0.215 -0.059 -0.0220
```

Values from the calculation:
gap between HOMO and LUMO (spin up / spin down)	5.084 / 5.019	eV
energy relative to the best compared isomer or geometry (same formula, charge and spin)	92.9	kcal/mol
HOMO (spin up / spin down)	-9.39 / -9.32	eV

=====

# 3
Here is C25H18BCl3F9IN4O3STeTi as an isolated structure from the OMol25 dataset. Energies are from ωB97M-V/def2-TZVPD.

XYZ file:
```
67
Properties=species:S:1:pos:R:3:lowdin_charge:R:1
I 0.498 -0.229 1.904 0.8497
Te 2.638 -0.456 -2.665 1.8604
Ti 0.025 1.339 -0.500 0.8180
Cl 5.613 -1.761 -0.964 0.6507
Cl 3.874 -4.006 -1.318 0.6857
Cl 5.318 -3.651 1.192 0.6210
S 2.117 4.557 2.118 1.0069
F -1.492 4.159 -3.083 0.1834
F 1.918 0.654 -3.959 -0.3934
F -0.932 3.140 -1.051 -0.0150
F -0.793 1.951 -2.948 0.1395
F 3.774 -0.833 0.868 0.0424
F 3.819 -1.082 -4.046 -0.5196
F 0.701 3.654 -2.587 0.1761
F 1.268 -1.700 -3.358 -0.5116
F 3.852 1.039 -2.380 -0.5239
O -1.650 0.405 -0.498 -0.2570
O -2.425 -3.894 -4.106 -0.0602
O 1.171 0.559 -1.450 -0.6093
N -3.954 0.253 -3.228 0.1223
N 2.129 -2.285 0.695 0.0912
N -1.112 2.298 1.534 -0.0238
N -0.377 -2.245 -0.548 0.1065
C -0.953 4.067 3.123 -0.0194
C 1.425 -3.490 0.528 -0.2585
C -0.522 -4.650 -0.246 -0.0159
C 3.321 -2.019 0.473 -0.5534
C -2.355 -1.503 -3.531 -0.1360
C 0.189 -3.453 -0.129 -0.2219
C -2.350 2.047 1.948 -0.1355
C -1.868 -2.612 -4.428 -0.2030
C 1.158 -5.843 0.981 -0.0897
C -2.962 2.773 2.953 -0.0560
C -2.233 -0.081 -1.592 -0.2620
C 0.931 3.436 1.554 -0.5478
C 1.883 -4.671 1.102 -0.0664
C -0.404 3.289 2.103 -0.2996
C -0.820 -2.185 -1.741 -0.0954
C -3.424 -0.740 -3.946 -0.0975
C -3.965 1.727 -1.312 -0.0085
C -1.767 -1.207 -2.282 -0.0546
C -2.240 3.803 3.546 -0.0642
C 3.232 3.999 0.940 -0.4103
C -3.378 0.588 -2.090 -0.2576
C 4.469 -2.832 -0.154 -1.4974
C 2.712 3.007 0.164 -0.1741
C 1.369 2.666 0.512 -0.2946
C -0.045 -5.834 0.288 -0.0832
B -0.617 3.277 -2.525 -1.2091
H -3.220 2.499 -1.120 0.0721
H -0.626 -6.741 0.187 0.1015
H -4.338 1.383 -0.343 0.0746
H -0.370 4.865 3.565 0.0994
H -4.791 2.150 -1.880 0.0801
H 1.530 -6.755 1.429 0.1007
H -2.684 4.397 4.336 0.1050
H -2.254 -4.068 -3.176 0.0570
H 2.818 -4.662 1.644 0.0779
H -3.890 -0.944 -4.905 0.1111
H 4.214 4.442 0.880 0.0600
H -3.971 2.539 3.259 0.1004
H -0.569 -2.995 -2.428 0.1105
H -1.495 -4.619 -0.720 0.1110
H -2.198 -2.406 -5.445 0.1184
H 3.259 2.541 -0.645 0.0862
H -2.846 1.230 1.438 0.1009
H -0.776 -2.651 -4.440 0.1053
```

Values from the calculation:
gap between HOMO and LUMO (spin up / spin down)	7.646 / 5.624	eV
energy relative to the best compared isomer or geometry (same formula, charge and spin)	65.9	kcal/mol
⟨S²⟩	0.754
total charge	-1
multiplicity	2
HOMO (spin up / spin down)	-5.93 / -5.92	eV

=====

# 4
Here is C17H39AlCl24OP as an isolated structure from the OMol25 dataset. Energies are from ωB97M-V/def2-TZVPD.

XYZ file:
```
83
Properties=species:S:1:pos:R:3:lowdin_charge:R:1
Cl 0.924 -5.497 1.991 0.4808
Cl 6.280 1.616 -4.217 0.5113
Cl 3.630 -0.825 -6.985 0.5137
Cl -2.603 -2.066 -7.203 0.4551
Cl 4.362 -3.294 2.579 0.5211
Cl 1.254 -5.443 -0.914 0.5322
Cl -2.010 9.487 5.585 0.5248
Cl -4.462 8.379 6.733 0.5387
Cl -4.102 4.658 4.802 0.4796
Cl -7.169 -0.116 -2.985 0.5034
Cl 6.016 0.265 -8.286 0.4774
Cl 2.716 -4.252 -4.517 0.5027
Cl 4.978 -3.632 -2.779 0.5040
Cl 4.684 3.248 -2.383 0.5046
Cl -2.678 2.208 2.757 0.4948
Cl -3.989 -0.072 6.351 0.5293
Cl -1.109 -3.437 -5.081 0.4860
Cl 4.703 0.779 1.293 0.5622
Cl 6.301 -0.824 -0.551 0.5483
Cl -3.977 0.185 1.065 0.5420
Cl -5.821 2.148 5.817 0.4886
Cl -1.640 5.764 3.665 0.5024
Cl 3.581 -2.166 5.168 0.4977
Cl -7.528 -1.226 -0.294 0.4815
P -3.328 -1.052 -1.483 0.4620
Al -1.351 -1.885 -0.422 0.1803
O -3.420 -1.574 -2.913 -0.6258
C -3.254 6.122 4.293 -1.0423
C 4.447 0.633 -7.547 -1.0373
C -2.511 -2.437 -5.466 -1.0512
C 0.607 0.497 -0.476 -0.2897
C 6.156 -0.211 1.098 -0.9827
C 6.148 2.279 -2.583 -1.0332
C 2.547 -1.680 -0.058 -0.1576
C -3.959 0.992 2.639 -0.9917
C 3.417 -2.050 3.408 -1.0206
C -0.360 -0.327 0.422 -0.3189
C 2.381 -1.158 -1.482 -0.2524
C -4.552 1.518 6.874 -1.0106
C -7.611 -1.537 -2.038 -1.0272
C 1.196 -0.182 -1.714 -0.2420
C 0.242 -5.975 0.430 -1.0143
C 3.872 -4.891 -3.342 -1.0265
C -3.617 9.847 6.226 -1.0051
H 0.237 -0.754 1.233 0.0189
H -0.737 -5.518 0.322 0.0067
H -4.914 1.485 2.784 0.0098
H 4.452 -5.688 -3.795 0.0222
H 6.102 -1.059 1.773 -0.0056
H 3.823 1.121 -8.287 0.0223
H 4.610 1.289 -6.700 -0.0112
H 3.315 -5.275 -2.494 -0.0484
H -3.833 6.605 3.513 0.0302
H 7.021 0.399 1.330 0.0242
H 3.335 -2.430 -0.032 0.0339
H -3.513 10.501 7.083 0.0225
H -3.801 0.247 3.410 -0.0076
H 3.766 -1.075 3.089 -0.0266
H -1.082 0.357 0.874 -0.0152
H -3.157 6.779 5.149 -0.0709
H 2.258 -2.022 -2.137 0.0721
H -3.715 2.208 6.855 0.0164
H 0.048 1.363 -0.844 0.0920
H -2.437 -1.510 -4.910 -0.0026
H 2.688 -0.879 0.668 0.0123
H 1.409 0.923 0.135 0.0837
H -8.630 -1.815 -2.283 0.0152
H -6.929 -2.343 -2.286 0.0259
H 0.164 -7.056 0.402 0.0189
H -3.239 0.368 -1.531 -0.0585
H 2.373 -2.177 3.143 0.0284
H -4.949 1.433 7.879 0.0220
H 1.587 0.626 -2.342 0.0925
H -0.439 -2.620 -1.529 -0.0783
H -1.688 -3.038 0.680 -0.1133
H 0.451 -0.678 -2.328 0.0629
H 1.617 -2.172 0.228 0.0444
H 6.112 1.449 -1.888 -0.0511
H 7.010 2.906 -2.389 0.0240
H -4.200 10.332 5.452 0.0258
H -4.478 -1.356 -0.707 -0.1254
H -3.407 -2.970 -5.175 0.0168
H 3.303 -0.673 -1.813 0.0754
```

Values from the calculation:
gap between HOMO and LUMO	6.380	eV
total charge	-1
HOMO	-4.84	eV

=====

# 5
Here is a 5-piece molecular cluster, C2H14NO4 overall from the OMol25 dataset. Energies are from ωB97M-V/def2-TZVPD.

XYZ file:
```
21
Properties=species:S:1:pos:R:3:lowdin_charge:R:1
O -0.057 -1.948 -1.410 -0.0660
O -2.271 -0.508 -0.709 -0.0589
O -1.126 -0.712 2.000 -0.0451
O -1.504 2.098 0.102 -0.0302
N 0.865 0.279 -0.065 0.1637
C 3.262 0.181 -0.170 0.0826
C 2.188 0.468 0.527 -0.1288
H 0.863 -0.259 -0.935 0.1212
H -0.986 -1.664 1.949 0.0682
H 0.397 1.181 -0.198 0.1297
H -0.845 -1.414 -1.604 0.0145
H 2.123 0.653 1.582 0.1236
H -2.015 0.428 -0.640 0.0117
H 0.210 -0.228 0.564 0.1064
H -1.678 2.026 1.044 0.0748
H -0.258 -2.839 -1.719 0.0687
H -1.473 3.009 -0.202 0.0851
H -1.983 -0.556 1.588 0.0326
H -3.237 -0.533 -0.727 0.0833
H 3.286 -0.019 -1.223 0.0811
H 4.241 0.357 0.247 0.0819
```

Values from the calculation:
gap between HOMO and LUMO	11.681	eV
energy relative to the best compared isomer or geometry (same formula, charge and spin)	10.3	kcal/mol
total charge	+1
HOMO	-14.77	eV

=====

no.,strongest force on any atom (eV/Å)
1,0.88
2,2.72
3,0.80
4,2.05
5,1.24